# C6H9N

A single C6H9N molecule at a distorted geometry (ωB97M-V/def2-TZVPD, the OMol25 dataset).

The max |F| comes out at 1.665 eV/Å. As for the total energy: -288.59475 Eh. Its structure (SMILES) is C=N[C@H]1CC12CC2. The energy relative to the best compared isomer or geometry (same formula, charge and spin) comes out at 117.5 kcal/mol. The frontier orbital gap comes out at 9.45 eV. The calculation puts the molar mass at 95.14 g/mol.

Element x y z (Å)
C1 -1.8628 0.6159 1.2842
C2 -0.9655 0.3646 -0.5910
N1 -1.5352 1.3669 0.3190
C3 0.2239 1.0994 -1.1315
C4 0.4406 -0.1114 -0.3180
C5 1.3609 -0.5826 0.7492
C6 1.2085 -1.3582 -0.5492
H1 -1.4296 0.7822 2.2593
H2 -2.4589 -0.2844 1.1248
H3 -1.5936 -0.3395 -1.1398
H4 0.3896 2.0370 -0.5971
H5 0.2767 1.1260 -2.2013
H6 0.9320 -1.0369 1.6420
H7 2.2920 -0.0452 0.9314
H8 2.0352 -1.3226 -1.2587
H9 0.6864 -2.3111 -0.5233

# C6H9N

A single C6H9N molecule (ωB97M-V/def2-TZVPD, the OMol25 dataset).

The max |F| comes out at 0.519 eV/Å. As for the total energy: -288.53366 Eh. The energy relative to the best compared isomer or geometry (same formula, charge and spin) comes out at 155.9 kcal/mol. The frontier orbital gap (spin up / spin down) comes out at 7.29 / 7.29 eV. The calculation puts the molar mass at 95.14 g/mol.

Element x y z (Å)
C1 -1.2128 1.6244 2.3341
C2 0.0005 1.3919 1.5167
C3 0.3176 1.1330 0.2785
C4 0.6580 0.4534 -0.8922
N1 1.0927 -0.8701 -1.0095
C5 0.4847 -1.7183 -2.0188
C6 0.2601 -1.9592 -0.5640
H1 -1.4807 2.6702 2.1184
H2 -0.9927 1.6023 3.4073
H3 -2.1234 1.0291 2.1446
H4 0.8691 1.0406 -1.7813
H5 1.2402 1.7399 -0.1366
H6 1.1648 -2.3522 -2.5844
H7 -0.3492 -1.3112 -2.5910
H8 -0.7168 -1.7059 -0.1572
H9 0.7881 -2.7679 -0.0646

# C6H9N

A single C6H9N molecule at a distorted geometry (ωB97M-V/def2-TZVPD, the OMol25 dataset).

The max |F| comes out at 2.192 eV/Å. As for the total energy: -288.67033 Eh. Its structure (SMILES) is C[C@@]12CN=C[C@@H]1C2. The energy relative to the best compared isomer or geometry (same formula, charge and spin) comes out at 70.1 kcal/mol. The frontier orbital gap comes out at 9.37 eV. The calculation puts the molar mass at 95.14 g/mol.

Element x y z (Å)
C1 1.5110 -0.6864 0.8539
C2 0.3649 -0.1745 0.0000
C3 0.5402 0.8723 -1.0374
C4 -0.3199 1.1747 0.1783
C5 -1.7529 0.7692 0.0613
N1 -2.0362 -0.2048 -0.7130
C6 -0.8590 -1.0455 -0.3859
H1 1.1938 -0.9723 1.8646
H2 2.2956 0.0744 0.9697
H3 1.9826 -1.5622 0.3929
H4 1.5079 1.3685 -1.0837
H5 0.0579 0.7064 -2.0017
H6 -0.0336 1.9812 0.8458
H7 -2.4795 0.9758 0.8400
H8 -0.7817 -1.6313 -1.2734
H9 -1.1911 -1.6455 0.4885

# C6H9N

A molecular structure, C6H9N (ωB97M-V/def2-TZVPD, the OMol25 dataset).

The max |F| comes out at 0.384 eV/Å. As for the total energy: -288.67157 Eh. The energy relative to the best compared isomer or geometry (same formula, charge and spin) comes out at 69.3 kcal/mol. The frontier orbital gap comes out at 9.49 eV. The calculation puts the molar mass at 95.14 g/mol.

Element x y z (Å)
C1 -1.2637 -0.9947 -1.2302
N1 -0.5618 -0.6714 -0.0146
C2 -0.5623 0.6616 0.6250
C3 0.4320 -0.0162 1.6160
C4 0.8970 -0.6095 0.2466
C5 1.3994 0.6655 -0.4663
C6 0.4120 1.5258 -0.2190
H1 -1.2711 -0.2288 -2.0209
H2 -0.8643 -1.9285 -1.6423
H3 -2.2995 -1.1927 -0.9338
H4 -1.5197 1.0964 0.9228
H5 -0.0722 -0.7734 2.2196
H6 1.1184 0.6047 2.1936
H7 1.4839 -1.5270 0.1628
H8 2.3456 0.8128 -0.9770
H9 0.3260 2.5753 -0.4823

# C6H9N

A single C6H9N molecule (ωB97M-V/def2-TZVPD, the OMol25 dataset).

The max |F| comes out at 0.396 eV/Å. As for the total energy: -288.77821 Eh. Its structure (SMILES) is Cc1cc[nH]c1C. The energy relative to the best compared isomer or geometry (same formula, charge and spin) comes out at 2.4 kcal/mol. The frontier orbital gap comes out at 8.91 eV. The calculation puts the molar mass at 95.14 g/mol.

Element x y z (Å)
C1 -1.3427 1.5245 -0.2249
C2 -0.1211 0.6650 -0.1080
C3 0.0436 -0.6897 0.1077
C4 -0.9791 -1.7851 0.2676
C5 1.4555 -0.9352 0.1301
C6 2.0931 0.2569 -0.0544
N1 1.1371 1.2257 -0.2049
H1 -2.2346 0.9575 0.0528
H2 -1.5081 1.9165 -1.2384
H3 -1.2873 2.3921 0.4449
H4 -0.9325 -2.4665 -0.5908
H5 -2.0201 -1.4606 0.3896
H6 -0.7417 -2.3859 1.1615
H7 1.9548 -1.8941 0.2619
H8 3.1508 0.4694 -0.0901
H9 1.3323 2.2096 -0.3047

# C6H9N

2 unconnected molecules or ions with the total composition C6H9N (ωB97M-V/def2-TZVPD, the OMol25 dataset).

The max |F| comes out at 0.368 eV/Å. As for the total energy: -288.60218 Eh. Its structure (SMILES) is C=C=C1C[C@@H]2N[C@H]12.[H][H]. The energy relative to the best compared isomer or geometry (same formula, charge and spin) comes out at 112.9 kcal/mol. The frontier orbital gap comes out at 10.10 eV. The calculation puts the molar mass at 95.14 g/mol.

Element x y z (Å)
C1 -2.1808 0.5703 1.6089
C2 -1.3747 0.2760 0.6226
C3 -0.4763 0.0054 -0.2787
C4 -0.4117 -0.6762 -1.6522
C5 1.1056 -0.4500 -1.6145
C6 1.0096 0.2495 -0.3136
N1 1.6112 -1.0980 -0.3970
H1 -2.3118 -0.1218 2.4386
H2 -2.7156 1.5153 1.6584
H3 0.3535 0.8739 2.4347
H4 -0.8973 -0.0734 -2.4259
H5 -0.7466 -1.7148 -1.7129
H6 1.7624 -0.2415 -2.4511
H7 1.0874 0.7628 2.3914
H8 1.5617 1.0994 0.0677
H9 2.6235 -0.9771 -0.3764